Entry 1:
The following is a quantum chemistry calculation of a molecular structure, C45H50NO23PSi2 at a distorted geometry, from OMol25.

Computed properties:
- Highest occupied orbital energy: -7.708 eV
- LUMO: -1.87 eV
- Molecular weight: 1060.03 u
- Frontier orbital gap: 0.215 hartree

Each line ends with the Mulliken charge.
Positions of all 122 atoms, in Å:
1 C 2.9462 -2.4071 -0.5344  0.0178
2 C 1.5100 -3.1711 -0.5321  0.4745
3 O 1.3885 -4.3702 -0.1782  -0.5831
4 O 0.3488 -2.4016 -0.9143  -0.2497
5 C 0.1973 -2.4394 -2.3827  -0.4300
6 C -0.8778 -1.3431 -2.9086  -0.7535
7 Si -0.4078 0.3218 -2.0533  0.8163
8 C 1.3788 0.7449 -2.6992  -0.4571
9 C 1.8217 2.2616 -2.3842  -0.7465
10 C 2.8263 2.4203 -1.1373  -0.1261
11 C 4.3338 2.5534 -1.7427  -0.6744
12 N 5.3691 1.9341 -0.8709  0.2585
13 C 5.5385 0.5270 -0.5429  -0.2091
14 C 6.7264 0.2372 0.4407  -0.4848
15 C 7.3111 1.6693 0.6998  -0.5911
16 C 6.4370 2.6146 -0.1592  -0.2720
17 O -1.4153 1.6589 -2.5014  -0.4528
18 Si -2.5598 2.1005 -1.2766  0.5013
19 C -1.8273 2.4067 0.4635  -0.4269
20 P -4.2834 0.7166 -1.1009  0.1370
21 C -5.6336 1.5084 -2.2245  -0.7389
22 C -5.0684 0.8486 0.6525  -0.2088
23 H 3.3602 -2.4170 -1.6058  0.2774
24 H 3.6588 -2.9007 0.2173  -0.2125
25 H 2.7837 -1.3236 -0.1687  0.1515
26 H -0.0042 -3.4945 -2.7790  0.3362
27 H 1.2435 -2.1455 -2.7932  0.1896
28 H -0.6429 -1.1993 -4.0306  0.3189
29 H -1.9640 -1.6555 -2.7151  0.4104
30 H -0.2476 0.1615 -0.5927  -0.1147
31 H 2.1461 -0.0478 -2.3617  -0.0549
32 H 1.3056 0.6474 -3.8462  0.4358
33 H 0.8574 2.8642 -2.2154  0.1537
34 H 2.3558 2.6822 -3.3162  0.4431
35 H 2.5262 3.3897 -0.5766  0.1475
36 H 2.7074 1.5433 -0.4143  0.3798
37 H 4.5112 3.6865 -1.8612  0.1558
38 H 4.4021 2.0417 -2.7774  0.2625
39 H 4.8636 -0.3167 -0.9420  0.2804
40 H 7.0144 -0.7858 0.8496  0.3150
41 H 8.1956 1.8770 1.3862  0.3179
42 H 6.7060 3.7203 -0.1002  0.2892
43 H -3.1399 3.3975 -1.7109  -0.2902
44 H -0.9139 1.7781 0.7334  0.2559
45 H -2.6291 2.2167 1.2795  -0.2104
46 H -1.5188 3.5146 0.5256  0.2760
47 H -6.6261 1.0259 -1.8770  -0.0175
48 H -5.6978 2.6130 -1.9359  0.2815
49 H -5.4256 1.3608 -3.3361  0.3436
50 H -6.1839 0.5662 0.4985  -0.2786
51 H -5.0578 1.9150 1.0662  0.2924
52 H -4.6122 0.1096 1.3939  0.2709
53 C 7.0007 -4.2766 3.1967  -0.9733
54 C 7.5148 -5.3974 3.7078  0.3331
55 C 6.7598 -6.6834 3.6759  0.8967
56 O 7.2678 -7.6920 4.1353  -0.6055
57 C 5.4160 -6.6770 3.0881  -0.8185
58 C 4.9020 -5.5545 2.5803  0.2874
59 C 5.6669 -4.2781 2.5883  1.0479
60 O 5.1681 -3.2803 2.0989  -0.5647
61 O 3.6555 -5.5298 2.0319  -0.5331
62 O 8.7513 -5.4121 4.2789  -0.5657
63 H 7.5380 -3.3375 3.2114  0.4254
64 H 4.8716 -7.6117 3.0864  0.4437
65 H 3.5191 -4.6082 1.7367  0.2435
66 H 8.8925 -6.3351 4.5686  0.3472
67 C 2.6284 -6.4111 -5.4441  -0.9074
68 C 3.6550 -5.8272 -4.8224  0.3816
69 C 3.7483 -5.7997 -3.3345  1.0014
70 O 4.7108 -5.2732 -2.8005  -0.6663
71 C 2.6600 -6.4118 -2.5659  -0.9371
72 C 1.6312 -6.9929 -3.1874  0.4368
73 C 1.5517 -7.0445 -4.6748  0.8835
74 O 0.6066 -7.5995 -5.2094  -0.6190
75 O 0.6122 -7.5629 -2.4860  -0.5650
76 O 4.6612 -5.2326 -5.5235  -0.5686
77 H 2.5498 -6.4400 -6.5228  0.4235
78 H 2.7311 -6.3691 -1.4870  0.4289
79 H -0.0028 -7.9131 -3.1601  0.3468
80 H 5.2792 -4.8881 -4.8490  0.3488
81 C -4.9151 1.2076 4.5001  -0.9384
82 C -5.7918 1.6078 5.4232  0.4627
83 C -5.4685 2.7078 6.3763  0.8466
84 O -6.3006 3.0603 7.1944  -0.6157
85 C -4.1402 3.3246 6.2896  -0.8651
86 C -3.2623 2.9216 5.3682  0.3264
87 C -3.5964 1.8407 4.3981  0.9917
88 O -2.7772 1.5097 3.5573  -0.5963
89 O -2.0244 3.4834 5.2775  -0.5798
90 O -7.0195 1.0268 5.5306  -0.5076
91 H -5.1380 0.4123 3.8013  0.3738
92 H -3.9114 4.1094 6.9981  0.4190
93 H -1.5836 3.0226 4.5365  0.3422
94 H -7.4634 1.4913 6.2675  0.3373
95 C -9.0695 -0.4412 2.2399  -0.9523
96 C -10.1784 -0.7807 2.9013  0.3245
97 C -11.4824 -0.9469 2.1977  0.8200
98 O -12.4707 -1.2760 2.8302  -0.6069
99 C -11.5205 -0.6985 0.7525  -0.8037
100 C -10.4126 -0.3557 0.0922  0.1586
101 C -9.1036 -0.2165 0.7915  0.9541
102 O -8.1067 0.0808 0.1522  -0.5474
103 O -10.4341 -0.1195 -1.2497  -0.5846
104 O -10.1628 -0.9901 4.2466  -0.5543
105 H -8.1167 -0.3194 2.7382  0.5569
106 H -12.4761 -0.8051 0.2568  0.4242
107 H -9.5142 0.1083 -1.4885  0.3138
108 H -11.0820 -1.2240 4.4836  0.3436
109 C 3.7978 6.7898 -1.1594  -0.7774
110 C 2.4946 6.6323 -1.4006  0.0492
111 C 1.7172 7.6495 -2.1644  0.9860
112 O 0.5325 7.4634 -2.3821  -0.6108
113 C 2.4221 8.8510 -2.6237  -0.9482
114 C 3.7248 9.0102 -2.3795  0.3772
115 C 4.5078 7.9801 -1.6396  0.8761
116 O 5.7000 8.1501 -1.4504  -0.6084
117 O 4.3916 10.1220 -2.7978  -0.5597
118 O 1.8216 5.5328 -0.9586  -0.3978
119 H 4.3739 6.0580 -0.6081  0.5591
120 H 1.8429 9.5897 -3.1613  0.4103
121 H 5.3149 9.9981 -2.5013  0.3494
122 H 0.8995 5.6544 -1.2612  0.2928

=====

Entry 2:
The following is a quantum chemistry calculation of 2 unconnected molecules or ions with the total composition C45H50NO4PSi at a distorted geometry, from OMol25.

Computed properties:
- Highest occupied orbital energy: -6.031 eV
- LUMO: -1.70 eV
- Molecular weight: 727.96 u
- Frontier orbital gap: 0.159 hartree

Each line ends with the Mulliken charge.
Positions of all 102 atoms, in Å:
1 C 4.8271 2.8250 2.1632  -1.1735
2 Si 4.4084 1.1585 2.8993  0.5085
3 C 5.9652 0.1172 2.9502  -1.2221
4 C 3.7646 1.3752 4.6444  -0.7444
5 O 3.2697 0.4234 1.8839  -0.3423
6 C 1.8675 0.2063 2.1930  2.5176
7 C 1.7478 -0.9097 3.2336  0.5378
8 C 2.8593 -1.6873 3.5014  -0.6902
9 C 2.8118 -2.7262 4.4057  -1.0841
10 C 1.6257 -3.0110 5.0480  -0.9777
11 C 0.4939 -2.2731 4.7672  -1.2533
12 C 0.5542 -1.2383 3.8563  -0.2519
13 C 1.2617 1.5432 2.6447  -1.2208
14 C 0.6626 1.7415 3.8819  0.4551
15 C 0.1219 2.9642 4.2249  -1.2473
16 C 0.1806 4.0160 3.3371  -0.6197
17 C 0.7880 3.8462 2.1131  -1.1344
18 C 1.3227 2.6199 1.7748  -0.6121
19 C 1.1945 -0.2718 0.8554  -1.1002
20 C 1.8174 -1.5778 0.3059  -0.9013
21 C 0.7758 -2.6975 0.5479  -0.8430
22 C -0.5520 -1.9890 0.8541  -0.0255
23 N -0.2705 -0.5383 0.9550  0.5020
24 C -1.2097 0.3538 1.3863  0.5139
25 C -2.5357 -0.0139 1.6758  -0.5645
26 C -3.0359 0.0378 2.9694  0.1058
27 C -4.3055 -0.4101 3.4329  0.2766
28 C -4.4870 -0.6186 4.8151  -0.7373
29 C -5.6909 -1.0424 5.3151  -0.7424
30 C -6.7533 -1.2663 4.4558  -0.4114
31 C -6.6091 -1.0543 3.0942  -0.7818
32 C -5.4041 -0.6300 2.5810  0.0537
33 H 5.5515 3.3527 2.7772  0.3997
34 H 5.2440 2.6904 1.1692  0.3175
35 H 3.9291 3.4297 2.0840  0.2659
36 H 6.7782 0.6648 3.4186  0.4040
37 H 5.7985 -0.7934 3.5173  0.3449
38 H 6.2682 -0.1527 1.9433  0.3601
39 H 4.5733 1.5941 5.3357  0.6233
40 H 3.0510 2.1924 4.6694  0.2014
41 H 3.2665 0.4661 4.9660  0.1653
42 H 3.7685 -1.4671 2.9722  0.6053
43 H 3.6961 -3.3153 4.5955  0.4907
44 H 1.5888 -3.8160 5.7625  0.4177
45 H -0.4414 -2.5219 5.2422  0.5542
46 H -0.3338 -0.6869 3.6091  0.6980
47 H 0.6450 0.9463 4.6037  0.8172
48 H -0.3488 3.0983 5.1855  0.5299
49 H -0.2596 4.9656 3.5928  0.4766
50 H 0.8477 4.6713 1.4217  0.4762
51 H 1.8181 2.4927 0.8288  0.6187
52 H 1.3117 0.5274 0.1154  1.0806
53 H 2.0521 -1.4888 -0.7633  0.5411
54 H 2.7740 -1.7846 0.8003  0.2094
55 H 0.6871 -3.3645 -0.3186  0.4360
56 H 1.0873 -3.3399 1.3826  0.2746
57 H -1.2942 -2.1516 0.0681  -0.1754
58 H -0.9915 -2.3389 1.7913  0.3598
59 H -0.8318 1.2860 1.7664  0.3433
60 H -3.0873 -0.5531 0.9214  -0.3705
61 H -2.3574 0.3838 3.7305  0.4652
62 H -3.6519 -0.4536 5.4746  0.3585
63 H -5.8009 -1.2176 6.3732  0.4051
64 H -7.6959 -1.6009 4.8525  0.4319
65 H -7.4428 -1.2239 2.4320  0.3906
66 H -5.3116 -0.3961 1.5348  0.5311
67 C -6.9512 -5.1254 2.9078  -1.1361
68 C -6.1330 -5.1634 1.6316  -0.2818
69 O -5.6073 -3.8995 1.3129  -0.1586
70 C -4.9718 -3.9684 0.0867  -0.1802
71 C -4.4314 -2.7754 -0.3847  0.7410
72 P -3.7287 -2.6544 -2.0180  1.5540
73 C -4.5400 -3.7866 -3.1475  0.4973
74 C -5.8645 -4.1384 -3.0301  0.0700
75 C -6.4299 -4.9838 -3.9623  -0.9586
76 C -5.6602 -5.4627 -5.0027  -0.4784
77 C -4.3287 -5.1184 -5.1038  -0.6437
78 C -3.7639 -4.2793 -4.1618  -0.7670
79 C -4.0627 -1.0012 -2.6139  0.1039
80 C -5.3464 -0.5906 -2.8806  -0.3564
81 C -5.5723 0.7056 -3.3040  -0.6689
82 C -4.5075 1.5751 -3.4428  -0.5014
83 C -3.2222 1.1528 -3.1735  -0.7094
84 C -3.0012 -0.1459 -2.7485  -0.1901
85 O -2.2001 -2.8905 -1.9993  -0.9088
86 O -4.9070 -5.0202 -0.5761  -0.7356
87 H -7.5626 -6.0191 3.0465  0.3863
88 H -6.3073 -5.0214 3.7819  0.2733
89 H -7.6159 -4.2616 2.9089  0.2122
90 H -5.2768 -5.8493 1.7103  0.3240
91 H -6.7287 -5.5017 0.7689  0.3245
92 H -4.4729 -1.9094 0.2263  -0.6917
93 H -6.4249 -3.7975 -2.1750  0.3530
94 H -7.4613 -5.2755 -3.8663  0.3752
95 H -6.1097 -6.0841 -5.7556  0.3766
96 H -3.7258 -5.5003 -5.9088  0.4003
97 H -2.7176 -4.0144 -4.1868  0.4413
98 H -6.1606 -1.2859 -2.7560  0.3218
99 H -6.5757 1.0392 -3.5113  0.4183
100 H -4.6782 2.5806 -3.7880  0.3928
101 H -2.3913 1.8309 -3.2786  0.4162
102 H -2.0113 -0.5077 -2.5152  0.5470